(1)
C30H19Br2IrN3O6 | ωB97M-V/def2-TZVPD

CARTESIAN COORDINATES (ANGSTROEM)
Ir (0.0492, 0.2054, 0.3124)
Br (-1.0900, -0.8986, 2.4099)
C (0.4227, -2.1473, 2.4538)
C (0.5543, -2.9776, 3.5605)
C (1.5493, -3.9653, 3.5939)
C (2.3689, -4.0798, 2.5062)
C (2.2979, -3.3011, 1.3455)
C (3.1844, -3.4997, 0.2849)
C (3.0252, -2.7085, -0.8605)
C (2.1117, -1.6624, -0.8548)
C (1.3034, -1.4146, 0.2250)
C (1.2881, -2.2549, 1.3325)
H (-0.1290, -2.8013, 4.3868)
H (1.6061, -4.6933, 4.3989)
H (3.1421, -4.8767, 2.5126)
H (3.9080, -4.3304, 0.3429)
H (3.6425, -2.8715, -1.7498)
H (2.0565, -0.9858, -1.7244)
O (-2.2393, 5.0490, -2.1475)
C (-3.0664, 4.3447, -1.3766)
O (-4.2662, 4.5956, -1.2498)
C (-2.6122, 3.1903, -0.5368)
C (-3.5076, 2.3530, 0.1261)
N (-2.8379, 1.3317, 0.6997)
N (-1.5114, 1.4640, 0.4337)
C (-1.3688, 2.5560, -0.3492)
C (-0.0831, 2.7205, -1.0868)
O (0.0945, 3.7548, -1.7143)
O (0.7092, 1.6911, -1.0373)
H (-1.2876, 4.6720, -2.0696)
H (-4.5760, 2.3889, 0.1620)
H (-3.1748, 0.5644, 1.2908)
Br (0.2969, -4.5766, -5.0121)
C (-0.6060, -2.9434, -4.9314)
C (-1.2600, -2.4798, -6.0971)
C (-1.8207, -1.2190, -6.0377)
C (-1.7954, -0.4896, -4.8373)
C (-1.2688, -0.9792, -3.6524)
C (-0.6078, -2.2453, -3.6954)
C (-1.1482, -0.0541, -2.5311)
O (-1.6164, 1.0804, -2.4847)
O (-0.4604, -0.6776, -1.5228)
H (-1.2195, -3.1020, -7.0003)
H (-2.2284, -0.7599, -6.9320)
H (-2.2550, 0.4883, -4.8060)
H (-0.1645, -2.7218, -2.8210)
C (1.9835, 0.8255, 1.0584)
C (1.6152, 1.5551, 2.2378)
C (1.2086, 2.9004, 2.1890)
C (0.3914, 3.3395, 3.1937)
C (0.1865, 2.5405, 4.3176)
C (0.9057, 1.3648, 4.5016)
C (1.7030, 0.8934, 3.4755)
C (-0.9877, 2.8308, 5.0999)
N (-1.9769, 3.0909, 5.6356)
H (2.6616, -0.0224, 1.3042)
H (2.4656, 1.4319, 0.2887)
H (1.4951, 3.5011, 1.3357)
H (-0.1792, 4.2858, 3.0855)
H (0.8270, 0.7707, 5.4228)
H (2.2912, -0.0410, 3.5947)

Force components x, y, z for each atom (eV/Å):
Ir 2.9 -2.4 -2.0
Br 0.4 -1.3 1.0
C 0.7 0.7 -2.1
C 0.5 -1.8 2.1
C -3.0 1.6 1.2
C 2.6 -1.7 -1.7
C -0.7 0.1 1.4
C -0.2 -0.9 0.7
C -0.5 2.0 -1.6
C 2.7 -0.9 -2.8
C -2.4 0.8 2.0
C 0.1 -0.6 0.4
H 0.2 -0.3 0.0
H 0.0 0.4 0.0
H -0.5 0.6 0.0
H -0.4 0.6 -0.1
H -0.3 0.1 0.4
H 0.0 -0.6 0.4
O 0.7 -1.2 0.8
C -2.0 0.5 0.6
O 1.8 0.1 -0.8
C 0.6 -0.9 0.1
C 0.2 -0.1 0.0
N 0.7 0.6 -0.3
N -1.7 2.2 -0.5
C -1.0 -0.6 0.6
C 0.4 -0.4 -0.3
O 0.2 0.1 -0.1
O -0.4 2.5 -0.4
H -1.1 0.3 0.0
H -0.3 0.2 0.1
H 0.2 0.7 -0.5
Br 0.3 -0.6 0.0
C -0.8 1.1 0.8
C 0.9 -0.3 0.8
C 0.1 0.3 0.4
C -0.7 -0.1 -0.5
C 1.2 -1.3 -1.9
C -0.8 0.0 -1.3
C 0.2 0.3 2.7
O 0.5 -1.6 -0.4
O -1.2 1.1 -0.3
H -0.1 0.5 0.4
H -0.1 -0.1 0.1
H 0.1 0.1 -0.1
H 0.0 0.4 -0.3
C 2.3 -0.7 -0.1
C 0.9 -0.1 0.4
C -0.2 -0.6 -0.2
C -0.5 1.3 0.0
C -1.1 -0.1 0.0
C 0.6 -0.6 0.6
C -0.6 -0.3 0.4
C -0.1 0.3 0.5
N 0.5 -0.2 -0.2
H -0.6 0.6 -0.1
H -0.5 -0.2 -0.2
H -0.4 0.0 -0.2
H 0.6 -0.7 0.2
H -0.1 0.5 -0.4
H -0.7 0.7 -0.3

As for the spin multiplicity: 6. As for the expectation value of S²: 8.814. The charge is 0. Its total energy is -191090.551 eV. The value obtained for the relative energy (zero: lowest compared OMol25 entry of this formula, charge and spin) is 0.0 kcal/mol. Its LUMO energy (spin up / spin down) is -0.6 / -3.6 eV. The HOMO energy (spin up / spin down) comes out at -5.72 / -9.15 eV.

***

(2)
C9H14 | ωB97M-V/def2-TZVPD

CARTESIAN COORDINATES (ANGSTROEM)
C (-0.6730, 1.7560, 1.4473)
C (-1.5398, -1.7100, 0.0948)
C (-0.5330, -2.4529, 0.6780)
C (-1.5743, -0.3234, 0.2470)
C (-0.6887, 0.2641, 1.1403)
C (0.4351, -1.8222, 1.4457)
C (0.3953, -0.4457, 1.6630)
H (-2.2923, -2.1481, -0.5413)
H (-0.3853, -3.4596, 0.3117)
H (-2.4292, 0.2995, 0.0015)
H (1.2134, -2.4360, 1.8845)
H (-1.6784, 2.1584, 1.3371)
H (-0.1199, 2.2775, 0.6617)
H (1.1045, -0.0865, 2.3966)
H (-0.2815, 1.9659, 2.4346)
C (0.4786, 0.5357, -2.2363)
C (1.7639, 1.0035, -1.4920)
H (-0.1645, -0.1625, -1.7200)
H (-0.0313, 1.4708, -2.5045)
H (0.7061, 0.2218, -3.2607)
H (1.8271, 0.5710, -0.4932)
H (1.8743, 2.0756, -1.5498)
H (2.5929, 0.4469, -1.9460)

Force components x, y, z for each atom (eV/Å):
C -0.9 -0.4 -1.0
C -0.3 0.9 -0.5
C 0.4 0.1 -1.0
C -0.5 -0.2 2.0
C 1.8 1.4 0.2
C 0.1 -0.1 0.0
C -0.9 -1.9 0.4
H 0.0 -0.4 -0.1
H -0.2 -0.3 0.6
H 0.1 -0.3 -0.7
H 0.1 0.1 0.0
H -0.2 0.1 0.4
H 0.4 0.0 0.2
H 0.0 0.7 -0.2
H 0.1 0.1 0.0
C 0.6 1.8 -0.9
C -0.1 -2.3 -0.5
H 0.1 0.0 0.0
H -0.7 -0.3 0.6
H 0.2 -0.7 0.3
H -0.4 0.7 0.4
H 0.3 0.1 0.2
H 0.2 0.7 -0.3

The charge is 0. As for the SMILES: Cc1ccccc1.CC. Its total energy is -9559.357 eV. The value obtained for the relative energy (zero: lowest compared OMol25 entry of this formula, charge and spin) is 19.0 kcal/mol. Its LUMO energy is 1.1 eV. The HOMO energy comes out at -9.09 eV.

***

(3)
C4H7OS2 | ωB97M-V/def2-TZVPD

CARTESIAN COORDINATES (ANGSTROEM)
C (-1.9397, -1.0627, -0.5528)
C (1.4730, 1.2536, 0.7627)
C (0.1612, 0.3742, 0.6960)
C (-0.0316, -0.1533, -0.6302)
O (-1.9487, -2.1953, -0.8691)
S (-3.0479, 0.0924, -0.2087)
S (1.0088, -1.4378, -1.0186)
H (2.2997, 0.6625, 0.4228)
H (1.5917, 1.5458, 1.7261)
H (1.3574, 1.9890, 0.0172)
H (-0.6777, 1.1882, 0.8350)
H (0.1021, -0.3753, 1.4661)
H (-0.3355, 0.5821, -1.4196)
H (-0.0128, -2.4635, -1.2270)

Force components x, y, z for each atom (eV/Å):
C 2.1 2.2 -0.3
C -1.6 -3.0 -1.9
C -0.5 4.2 0.8
C -3.9 -0.9 -1.4
O 0.4 -2.0 -0.3
S -0.9 0.8 0.4
S 0.0 -2.5 -1.2
H 0.7 -0.5 0.1
H 0.7 1.5 2.8
H -0.1 1.4 -0.5
H 1.1 -1.8 0.2
H 0.1 -0.3 0.4
H 0.7 -0.6 0.6
H 1.1 1.3 0.3

The charge is -1. Its total energy is -27979.503 eV. The value obtained for the relative energy (zero: lowest compared OMol25 entry of this formula, charge and spin) is 32.9 kcal/mol. Its LUMO energy is 3.5 eV. The HOMO energy comes out at -3.24 eV.

***

(4)
C3H9N2OP | ωB97M-V/def2-TZVPD

CARTESIAN COORDINATES (ANGSTROEM)
C (-0.5004, -0.9312, -0.9039)
C (-0.0540, -0.7028, 0.5063)
C (-0.8900, -2.2285, -1.3800)
N (0.7561, 1.6278, -0.5851)
N (0.9135, 1.2177, 2.2597)
O (-1.2833, 1.8202, 1.0103)
P (-0.0480, 1.0372, 0.8740)
H (-0.6263, 0.0287, -1.4579)
H (0.1910, -1.4379, 1.1653)
H (-0.7490, -2.2154, -2.4531)
H (-1.9122, -2.0698, -1.4840)
H (-0.7631, -3.2463, -0.8683)
H (1.6817, 1.4870, -0.8194)
H (0.6690, 2.5734, -0.8416)
H (0.7912, 2.1690, 2.5031)
H (1.8237, 0.8709, 2.4747)

Force components x, y, z for each atom (eV/Å):
C 2.6 1.9 7.4
C -2.2 2.0 -7.3
C 0.2 -1.5 -1.2
N -2.1 -0.4 1.4
N -1.3 -0.3 -0.9
O -0.2 -0.1 0.2
P 2.4 0.3 -1.3
H -0.1 -1.3 0.1
H 0.3 -2.1 1.7
H 1.0 -0.9 -0.5
H -2.6 -0.1 0.3
H 0.4 2.0 -0.5
H 2.4 -1.5 0.0
H -1.2 1.5 0.2
H 0.1 1.0 0.8
H 0.4 -0.3 -0.4

The charge is 0. As for the SMILES: C/C=C/P(N)(N)=O. Its total energy is -17573.234 eV. The value obtained for the relative energy (zero: lowest compared OMol25 entry of this formula, charge and spin) is 22.6 kcal/mol. Its LUMO energy is 0.8 eV. The HOMO energy comes out at -9.06 eV.